Entry 1:
21
Properties=species:S:1:pos:R:3 method="wB97M-V/def2-TZVPD" spin_multiplicity=1 homo_energy_ha=-0.342 gap_ev=9.5 smiles="C=CCC.O.O.O" charge=0 e_lumo_ev=0.242 max_force_ha_per_bohr=0.018 de_lowest_ev=1.289
C 0.301 -0.739 1.701
C -0.131 0.152 0.545
C 0.076 1.619 0.859
C -0.642 2.569 0.276
H 1.265 -0.400 2.085
H -0.418 -0.706 2.519
H 0.485 -1.768 1.397
H -1.165 0.034 0.236
H 0.408 -0.080 -0.371
H 0.761 1.872 1.663
H -0.516 3.624 0.477
H -1.292 2.376 -0.572
H -1.665 -0.334 -2.166
H -3.001 0.005 -1.429
O -2.397 0.290 -2.113
H 3.952 -0.884 0.004
H 3.053 -0.298 -1.055
O 3.579 -0.041 -0.286
H -1.061 -2.656 -2.006
H -0.413 -2.410 -0.606
O -1.181 -2.226 -1.156

Entry 2:
22
Properties=species:S:1:pos:R:3 method="wB97M-V/def2-TZVPD" s_squared=0.753 spin_multiplicity=2 homo_energy_ha="0.016 / -0.154" gap_ev="3.4 / 7.8" charge=-1 e_lumo_ev="3.808 / 3.585" max_force_ha_per_bohr=0.134 de_lowest_ev=1.688
O -0.816 1.405 -0.188
C -0.483 1.344 0.963
C 0.069 0.258 1.759
C -0.579 -1.230 1.575
C 0.448 -2.244 1.965
H -0.580 2.425 1.448
H 1.115 0.240 1.469
H -0.012 0.458 2.846
H -1.510 -1.309 2.151
H -0.920 -1.259 0.518
H 0.293 -3.211 1.934
H 0.836 -2.163 2.992
H 1.429 -2.045 1.434
H -0.047 -0.245 -2.531
H -0.336 -0.810 -1.189
O 0.402 -0.491 -1.709
H 1.776 0.512 -1.205
H 3.266 0.201 -1.086
O 2.663 0.848 -1.199
H -2.142 -0.049 -1.360
H -1.474 1.117 -1.894
O -2.051 0.409 -2.292

Entry 3:
22
Properties=species:S:1:pos:R:3 method="wB97M-V/def2-TZVPD" spin_multiplicity=1 homo_energy_ha=-0.345 gap_ev=9.9 smiles="C=CC=C.O.O.O.O" charge=0 e_lumo_ev=0.557 max_force_ha_per_bohr=0.053 de_lowest_ev=2.184
C 0.949 1.033 0.641
C 1.531 0.779 -0.545
C 1.223 -0.422 -1.332
C 1.236 -0.376 -2.662
H 0.457 0.313 1.333
H 0.980 2.019 1.148
H 2.079 1.582 -1.011
H 1.127 -1.383 -0.798
H 1.115 -1.260 -3.256
H 1.566 0.449 -3.271
H -1.641 -0.236 0.654
H -3.174 -0.309 0.072
O -2.293 0.168 0.096
H -1.902 3.416 -1.457
H -2.985 2.439 -1.156
O -2.836 3.343 -1.449
H -0.958 -2.273 3.178
H -0.577 -0.801 2.756
O -0.924 -1.639 2.495
H 1.475 -1.499 1.386
H 2.030 -2.947 1.292
O 1.520 -2.395 1.887

Entry 4:
23
Properties=species:S:1:pos:R:3 method="wB97M-V/def2-TZVPD" spin_multiplicity=1 homo_energy_ha=-0.319 gap_ev=9.3 smiles="C=C/C=C/O.O.O.O.O" charge=0 e_lumo_ev=0.628 max_force_ha_per_bohr=0.136 de_lowest_ev=2.987
C 0.032 -2.881 0.993
C -0.865 -1.841 1.214
C -1.572 -1.176 0.070
C -1.541 0.143 -0.203
O -1.978 0.644 -1.441
H 0.342 -3.330 1.921
H 0.298 -3.570 0.259
H -1.137 -1.529 2.247
H -2.304 -1.828 -0.390
H -1.006 0.921 0.462
H -2.517 -0.013 -1.961
H 0.083 3.249 -0.024
H 1.435 2.359 -0.625
O 1.020 2.908 0.055
H 0.913 1.724 1.181
H 1.496 0.999 2.358
O 0.875 0.856 1.733
H 1.260 0.698 -1.981
H 0.694 1.717 -2.710
O 1.417 1.669 -2.228
H 0.993 -0.020 0.264
H 0.954 -1.304 -0.544
O 1.109 -0.395 -0.649

Entry 5:
24
Properties=species:S:1:pos:R:3 method="wB97M-V/def2-TZVPD" spin_multiplicity=1 homo_energy_ha=-0.363 gap_ev=10.3 smiles="O=CCCC=O.O.O.O.O" charge=0 e_lumo_ev=0.476 max_force_ha_per_bohr=0.059 de_lowest_ev=0.980
C -0.412 -2.489 -0.505
C 0.166 -1.868 -1.828
C 1.460 -1.194 -1.479
O 2.407 -1.600 -2.123
C -1.339 -1.503 0.112
O -0.986 -1.002 1.164
H 0.480 -2.717 0.119
H -0.892 -3.478 -0.644
H -0.485 -1.092 -2.283
H 0.377 -2.639 -2.606
H 1.399 -0.405 -0.702
H -2.326 -1.363 -0.331
H 2.291 1.634 -0.210
H 2.988 1.821 1.116
O 2.131 1.933 0.692
H -1.348 2.239 -0.934
H -1.784 0.879 -0.539
O -1.190 1.313 -1.170
H -0.182 1.251 3.630
H -0.843 -0.118 3.063
O -0.103 0.491 3.048
H -1.154 3.229 1.355
H 0.015 3.014 0.418
O -0.670 3.665 0.639

Entry 6:
21
Properties=species:S:1:pos:R:3 method="wB97M-V/def2-TZVPD" spin_multiplicity=1 homo_energy_ha=-0.322 gap_ev=8.3 charge=0 e_lumo_ev=-0.487 max_force_ha_per_bohr=0.020 de_lowest_ev=0.000
C 1.692 -0.329 -1.505
C 3.169 -1.096 1.083
C 0.918 1.067 1.183
C -3.946 1.281 -0.629
Si -2.985 -1.739 0.030
Si 1.482 -0.561 0.378
S -3.283 0.277 0.745
H 1.050 0.458 -1.894
H 2.716 -0.066 -1.758
H 1.453 -1.241 -2.046
H 3.919 -0.321 0.943
H 3.108 -1.303 2.146
H 3.534 -1.993 0.592
H 0.195 1.592 0.563
H 0.443 0.885 2.143
H 1.752 1.744 1.355
H -4.549 0.667 -1.291
H -3.116 1.726 -1.170
H -4.559 2.056 -0.182
H -3.479 -1.488 -1.348
H 0.482 -1.618 0.665

Entry 7:
31
Properties=species:S:1:pos:R:3 method="wB97M-V/def2-TZVPD" spin_multiplicity=1 homo_energy_ha=-0.306 gap_ev=7.8 charge=0 e_lumo_ev=-0.481 max_force_ha_per_bohr=0.230 de_lowest_ev=12.124
Be 0.140 -0.516 -1.655
B 0.618 0.858 -0.517
H 0.192 1.297 -1.406
H 0.982 1.665 0.100
H -0.186 0.315 -0.046
H 1.448 0.227 -0.793
B -1.179 -0.150 -2.952
H -1.678 -0.458 -2.046
H -1.879 0.005 -3.758
H -0.702 0.781 -2.687
H -0.430 -0.851 -3.284
C -0.868 1.756 1.565
Cl -0.729 3.237 2.503
Cl -2.404 1.716 0.709
Cl -0.516 0.284 2.489
H -0.069 1.862 0.831
C 0.882 -1.521 1.286
Cl -0.336 -2.605 1.991
Cl 0.971 -1.742 -0.449
H 0.542 -0.510 1.510
H 1.851 -1.779 1.713
C -2.316 -1.703 0.613
Cl -3.738 -2.420 -0.145
Cl -1.438 -0.665 -0.584
H -2.653 -0.996 1.371
H -1.570 -2.420 0.956
C 2.893 0.966 0.460
Cl 2.971 -0.767 0.667
Cl 4.343 1.688 1.030
H 2.774 1.181 -0.602
H 2.086 1.264 1.130

Entry 8:
26
Properties=species:S:1:pos:R:3 method="wB97M-V/def2-TZVPD" s_squared=12.013 spin_multiplicity=7 homo_energy_ha="-0.466 / -0.450" gap_ev="9.5 / 4.4" charge=+1 e_lumo_ev="-3.184 / -7.819" max_force_ha_per_bohr=0.063
Mn 12.648 2.663 -15.254
Br 11.179 1.304 -17.012
Br 13.088 0.899 -13.417
C 11.357 6.667 -16.386
C 11.787 5.567 -15.356
C 10.696 5.137 -14.379
O 10.939 3.670 -14.331
C 10.054 3.096 -13.415
N 12.331 4.518 -16.225
H 10.727 6.131 -17.095
H 12.235 7.156 -16.808
H 10.874 7.505 -15.883
H 12.706 5.865 -14.851
H 9.719 5.220 -14.856
H 10.686 5.687 -13.438
H 9.728 3.791 -12.641
H 10.398 2.081 -13.217
H 9.162 2.904 -14.012
H 12.982 4.998 -16.831
H 11.601 4.440 -16.919
O 14.228 3.917 -14.138
H 14.643 4.562 -14.711
H 14.808 3.862 -13.378
O 14.457 2.637 -16.618
H 14.252 2.776 -17.542
H 15.376 2.368 -16.613

Entry 9:
23
Properties=species:S:1:pos:R:3 method="wB97M-V/def2-TZVPD" s_squared=3.753 spin_multiplicity=4 homo_energy_ha="-0.432 / -0.434" gap_ev="7.6 / 7.8" charge=+1 e_lumo_ev="-4.120 / -4.055" max_force_ha_per_bohr=0.110
Er -0.192 1.500 1.511
H 1.369 -3.134 2.279
H 0.889 -3.377 1.748
P 0.135 0.095 -0.909
C -1.348 -0.343 -1.895
H -1.175 -0.198 -2.971
H -1.613 -1.396 -1.698
H -2.190 0.284 -1.560
C 0.536 1.757 -1.566
H 1.512 2.079 -1.180
H 0.571 1.707 -2.658
H -0.232 2.482 -1.251
C 1.399 -1.022 -1.649
H 1.119 -2.072 -1.437
H 1.497 -0.888 -2.740
H 2.370 -0.826 -1.161
C -1.510 -0.378 1.227
O -2.275 -1.253 1.111
H 1.469 0.695 1.354
H -1.836 2.070 1.026
O -0.133 0.873 3.795
H -0.419 1.391 4.555
H 0.055 -0.046 4.070

Entry 10:
22
Properties=species:S:1:pos:R:3 method="wB97M-V/def2-TZVPD" s_squared=0.751 spin_multiplicity=2 homo_energy_ha="-0.109 / -0.370" gap_ev="3.6 / 10.5" charge=0 e_lumo_ev="0.693 / 0.458" max_force_ha_per_bohr=0.044 de_lowest_ev=1.622
C -1.580 -1.319 1.774
C -1.005 -0.778 0.461
C -1.167 0.699 0.320
C -0.965 1.205 -1.112
N 0.433 0.986 -1.582
N 0.412 -1.254 0.414
H -2.656 -1.192 1.858
H -1.288 -2.360 1.892
H -1.186 -0.742 2.615
H -1.466 -1.351 -0.338
H -2.194 0.948 0.586
H -0.621 1.401 0.944
H -1.246 2.237 -1.286
H -1.584 0.607 -1.788
H 1.020 1.731 -1.243
H 0.961 -0.741 -0.291
H 0.395 0.784 -2.573
H 0.919 -1.036 1.299
H 0.469 -2.303 0.180
H 2.296 0.870 -0.139
H 3.796 1.098 -0.455
O 3.151 0.430 -0.197

Entry 11:
22
Properties=species:S:1:pos:R:3 method="wB97M-V/def2-TZVPD" spin_multiplicity=1 homo_energy_ha=-0.502 gap_ev=10.8 charge=+1 e_lumo_ev=-2.823 max_force_ha_per_bohr=0.032 de_lowest_ev=0.953
C -0.879 1.489 -0.341
N 0.411 1.752 0.294
C 0.287 1.748 1.782
C -1.092 -0.043 -0.500
N 0.227 -0.739 -0.517
C 0.929 -0.799 -1.827
H -0.843 1.882 -1.351
H -1.732 1.943 0.165
H 0.647 2.687 0.006
H -0.098 2.719 2.124
H 1.255 1.560 2.224
H -0.554 1.121 2.069
H -1.605 -0.297 -1.427
H -1.677 -0.423 0.339
H 0.786 -0.128 0.099
H 0.201 -1.672 -0.057
H 0.842 0.163 -2.317
H 0.390 -1.530 -2.427
H 1.968 -1.060 -1.652
H 0.917 -3.646 0.935
H -0.420 -3.484 1.599
O 0.042 -3.243 0.782